Record 1
Formula: C44H72N3O13PS
Source: the Open Molecules 2025 dataset
Level of theory: wB97M-V/def2-TZVPD

```
! wB97M-V def2-TZVPD RIJCOSX def2/J DEFGRID3
* xyz 0 1
C 6.80710 1.97319 1.06000
C 7.32109 0.69274 1.93379
C 6.85466 -0.71303 1.30842
O 7.30730 -1.01080 0.16892
O 5.92393 -1.61068 1.97247
C 4.73070 -1.58399 1.10022
C 3.35487 -1.82306 1.89846
C 2.35953 -2.86983 1.21703
C 2.01739 -4.26700 1.88677
C 2.63742 -4.70179 3.32629
C 1.49447 -4.25721 4.41960
C 1.02328 -5.30370 1.21870
C 0.62010 -6.71224 1.91224
C 0.33211 -4.99888 -0.15799
S -0.86133 -6.10217 -1.02982
C 0.65163 -3.62033 -0.84075
C 1.64129 -2.59172 -0.14784
C 1.81285 -1.19794 -0.95966
O 2.92175 -0.65501 -1.19914
C 0.39298 -0.61378 -1.48965
C -0.59391 -1.64408 -2.18314
C -1.99065 -1.26888 -2.75780
N -2.83685 -2.30256 -3.42016
C -2.44851 0.22225 -2.58357
O -3.76148 0.56082 -3.08753
C -3.64868 1.33603 -4.29464
N -3.71601 2.32124 -5.00721
C -1.48899 1.23142 -1.85563
C -2.09748 2.73186 -1.66478
C -3.14900 2.55259 -0.43098
C -4.68936 2.72344 -0.55972
C -5.52248 2.44162 0.75742
C -4.85607 2.00096 2.11153
C -3.31130 1.85803 2.25026
C -2.47021 2.13446 0.93826
C -0.06069 0.86932 -1.31699
P 1.03333 2.18507 -0.46248
N 1.98774 2.88950 -1.77004
O 2.12283 1.47117 0.65080
C -0.04298 -3.17040 -2.24115
O -0.10751 -3.90460 -3.26048
H 6.03600 1.61520 0.27742
H 7.66994 2.50657 0.53496
H 6.25987 2.71738 1.73641
H 8.47463 0.79729 1.98763
H 6.96032 0.84283 3.02215
H 4.68762 -0.50281 0.67672
H 4.86457 -2.26291 0.18162
H 2.80067 -0.81371 1.97426
H 3.61946 -2.11105 2.98829
H 2.76845 -5.83578 3.40881
H 3.59076 -4.12063 3.58671
H 0.91870 -5.17384 4.83104
H 1.93065 -3.59527 5.25122
H 0.68008 -3.61203 3.90266
H 0.93484 -7.62442 1.30060
H -0.54197 -6.71440 1.91461
H 0.92683 -6.75008 3.01695
H -0.60378 -7.44398 -0.77673
H -3.80972 -1.98922 -3.27266
H -2.68230 -3.21324 -2.94600
H -1.26298 3.48907 -1.39473
H -2.60568 3.12492 -2.61106
H -5.16319 3.02634 -1.55636
H -6.66168 2.50847 0.75517
H -5.51133 1.78203 3.01659
H -2.77283 1.54900 3.22379
H -1.33420 1.99993 1.05577
H 2.97966 2.83072 -1.48590
H 1.90725 2.36061 -2.65445
H 2.04363 1.89345 1.53430
C -5.02008 4.92695 -8.19378
C -5.36142 5.65481 -6.90859
O -5.62298 4.71995 -5.87024
H -5.84171 4.27050 -8.49254
H -4.82180 5.63479 -9.00264
H -4.13903 4.29311 -8.05711
H -6.25421 6.26967 -7.04307
H -4.53766 6.30527 -6.59715
H -4.82419 4.18449 -5.75089
C 2.47706 6.53893 1.54280
C 1.68635 5.27050 1.29200
O 2.43972 4.13339 1.70246
H 3.42522 6.51375 0.99900
H 1.91244 7.41939 1.22706
H 2.72103 6.63963 2.60478
H 1.46370 5.16260 0.22840
H 0.74089 5.28360 1.84303
H 2.62571 4.23173 2.64672
C 4.90897 -1.92216 -3.26019
C 4.74047 -1.75320 -4.75698
O 6.01192 -1.72838 -5.39533
H 5.50792 -1.10638 -2.84661
H 3.94020 -1.93734 -2.75846
H 5.43789 -2.85294 -3.03297
H 4.23160 -0.81294 -4.98076
H 4.15137 -2.57377 -5.17918
H 6.45235 -2.56657 -5.20043
C -3.12609 -3.71768 7.01535
C -1.64721 -3.54190 6.73292
O -1.30178 -4.17885 5.50883
H -3.38222 -4.77899 7.07180
H -3.40367 -3.23711 7.95673
H -3.72784 -3.28677 6.20962
H -1.04997 -3.99243 7.52868
H -1.38601 -2.48104 6.66326
H -1.82768 -3.76901 4.80814
C 8.41707 4.73846 4.81152
C 9.12316 3.55352 4.18295
O 9.12321 3.67726 2.76596
H 7.38695 4.80634 4.45138
H 8.40517 4.65297 5.90090
H 8.91300 5.67436 4.53758
H 8.61225 2.62316 4.44111
H 10.15901 3.48658 4.53020
H 9.58440 4.49781 2.54464
C -9.68181 3.85776 -1.64005
C -8.69349 2.78514 -1.22825
O -8.73991 2.58923 0.18093
H -9.45807 4.80031 -1.13341
H -9.65221 4.02186 -2.71988
H -10.69985 3.57606 -1.35476
H -7.67627 3.07998 -1.49534
H -8.91889 1.83518 -1.72289
H -9.64014 2.32012 0.40884
C -5.84174 -4.87340 -2.44266
C -5.57051 -6.17881 -1.72130
O -4.29277 -6.68446 -2.08586
H -5.80229 -5.01825 -3.52565
H -6.82406 -4.47612 -2.17528
H -5.08062 -4.12777 -2.19235
H -6.31946 -6.92679 -1.99018
H -5.59670 -6.03826 -0.63593
H -3.63385 -6.02034 -1.83669
*
```

Output
- SMILES = CCC(=O)OCCc1c(CC)c(C)c(S)c2c1C(=O)c1c(c(N)c(OC#N)c(Cc3ccccc3)c1P(N)O)C2=O.CCO.CCO.CCO.CCO.CCO.CCO.CCO
- frontier orbital gap (eV) = 7.03
- maximum force (Eh/bohr) = 0.128
- E_LUMO (eV) = -1.19
- HOMO level (eV) = -8.2

Record 2
Formula: C44H73BBr2NO19S
Source: the Open Molecules 2025 dataset
Level of theory: wB97M-V/def2-TZVPD

```
! wB97M-V def2-TZVPD RIJCOSX def2/J DEFGRID3
* xyz 1 1
C -2.52893 5.76707 -3.23078
C -1.80186 5.38489 -1.93488
C -1.33474 3.95078 -1.99507
N -2.44837 2.98773 -2.08694
S -2.83406 2.21640 -0.66637
B -4.68200 2.45980 -0.32844
O -5.19110 1.85658 0.75559
C -5.56173 3.35461 -1.23151
C -6.11349 2.58071 -2.45653
C -2.50723 0.40773 -0.98591
Br -4.13361 -0.63293 -0.89911
C -1.79128 0.21744 -2.31199
C -2.64441 0.38070 -3.55960
Br -1.09514 -1.62155 -2.26510
H -3.59760 5.59591 -3.16989
H -2.40489 6.82229 -3.42987
H -2.12020 5.22099 -4.07032
H -2.43983 5.49329 -1.06564
H -0.94653 6.03645 -1.85076
H -0.66037 3.79465 -2.82553
H -0.75805 3.72598 -1.11795
H -3.26905 3.37744 -2.53693
H -4.55473 1.85610 1.49452
H -6.36606 3.71523 -0.60835
H -5.03117 4.22968 -1.59110
H -5.40231 2.62365 -3.26770
H -6.32739 1.55087 -2.21457
H -7.02809 3.04895 -2.78124
H -1.81979 0.11327 -0.21350
H -0.93612 0.86810 -2.34324
H -3.00234 -0.55803 -3.94212
H -3.48317 1.02863 -3.35237
H -2.05781 0.88897 -4.30902
O 2.08667 -8.09000 -1.97086
C 1.34038 -7.17974 -2.17023
O 1.42374 -6.01234 -1.48611
C 0.34774 -5.13940 -1.86276
C -0.09836 -5.61898 -3.23982
C 0.18487 -7.11916 -3.15203
H -0.44666 -5.22961 -1.11815
H 0.71264 -4.11340 -1.86599
H -1.13330 -5.37154 -3.46585
H 0.52863 -5.16988 -4.01183
H -0.65354 -7.67485 -2.73031
H 0.46912 -7.55413 -4.10611
O 0.50015 1.60678 -0.47474
C 1.21116 0.74465 -0.01645
O 2.09980 0.08192 -0.75637
C 2.72080 -0.97111 0.03288
C 2.52049 -0.54696 1.47817
C 1.20443 0.21736 1.40113
H 2.21496 -1.90984 -0.20091
H 3.76689 -1.05712 -0.24039
H 2.51255 -1.37694 2.17730
H 3.31578 0.13651 1.77759
H 0.33938 -0.43866 1.52484
H 1.14997 1.03377 2.11556
O 5.89924 -2.51348 0.03085
C 6.57234 -2.02749 -0.83178
O 6.38537 -2.29726 -2.14754
C 7.39303 -1.63817 -2.94108
C 7.89742 -0.49272 -2.07482
C 7.73564 -1.06972 -0.66794
H 8.17774 -2.36219 -3.16783
H 6.94378 -1.30245 -3.87239
H 8.91172 -0.18700 -2.31955
H 7.24681 0.37460 -2.19340
H 8.60900 -1.64060 -0.35066
H 7.50390 -0.31346 0.07567
O 2.10911 -2.30573 4.13245
C 0.93389 -2.32587 4.35575
O 0.13329 -1.25368 4.13569
C -1.21626 -1.54018 4.57581
C -1.31765 -3.05770 4.57831
C 0.11584 -3.47024 4.91745
H -1.35398 -1.11374 5.56899
H -1.91976 -1.07153 3.89558
H -2.06894 -3.42891 5.26895
H -1.57513 -3.41306 3.57894
H 0.28896 -3.52023 5.99317
H 0.40902 -4.40834 4.45616
O -3.08522 7.31448 0.73330
C -2.41434 6.87902 1.62349
O -2.15613 5.55411 1.76127
C -1.42777 5.32095 2.98936
C -0.76744 6.65529 3.31743
C -1.77746 7.65454 2.75457
H -2.13862 5.00576 3.75605
H -0.70856 4.52217 2.82407
H -0.55896 6.78260 4.37627
H 0.17544 6.74419 2.77781
H -2.54970 7.90532 3.48368
H -1.30468 8.55893 2.38913
O 7.33610 -11.76490 0.54996
C 6.54896 -10.90071 0.30955
O 6.55560 -9.70612 0.95171
C 5.43582 -8.90668 0.52758
C 5.03928 -9.46007 -0.83379
C 5.40626 -10.93671 -0.68893
H 4.63805 -9.01202 1.26591
H 5.74309 -7.86457 0.49153
H 3.99829 -9.27743 -1.08381
H 5.65594 -9.00406 -1.61043
H 4.59252 -11.52225 -0.25905
H 5.73023 -11.38934 -1.62098
O -0.35062 10.27237 4.41618
C -1.23314 11.05500 4.21316
O -1.69601 11.90229 5.15527
C -2.82887 12.63958 4.65145
C -2.69881 12.58805 3.13294
C -2.01959 11.23514 2.93186
H -3.73831 12.15120 5.00690
H -2.79481 13.64960 5.04965
H -3.64983 12.69578 2.61669
H -2.03845 13.38464 2.78970
H -2.74284 10.42218 2.85690
H -1.35865 11.22296 2.06982
O 2.62100 -3.17690 -7.35445
C 3.22486 -3.74368 -6.49478
O 3.53278 -5.06195 -6.56059
C 4.16449 -5.48887 -5.33750
C 4.72856 -4.22174 -4.71283
C 3.72974 -3.16679 -5.18432
H 3.40945 -5.95548 -4.70996
H 4.92548 -6.22833 -5.57019
H 4.83172 -4.28076 -3.63116
H 5.71295 -4.01395 -5.13435
H 2.88277 -3.07198 -4.50148
H 4.17919 -2.19166 -5.34522
O -4.13740 -1.32548 5.20480
C -5.00069 -1.42021 4.38330
O -4.85878 -2.17478 3.26693
C -6.01188 -2.02449 2.41355
C -7.12915 -1.54985 3.33368
C -6.35601 -0.74020 4.37543
H -5.77268 -1.29268 1.63705
H -6.22386 -2.97926 1.94031
H -7.90189 -0.98900 2.81313
H -7.60155 -2.40703 3.81302
H -6.21976 0.29996 4.07361
H -6.80537 -0.77666 5.36275
*
```

Output
- frontier orbital gap (eV) = 7.41
- maximum force (Eh/bohr) = 0.026
- E_LUMO (eV) = -3.38
- HOMO level (eV) = -10.8

Record 3
Formula: C44H74CuF6N8P
Source: the Open Molecules 2025 dataset
Level of theory: wB97M-V/def2-TZVPD

```
! wB97M-V def2-TZVPD RIJCOSX def2/J DEFGRID3
* xyz 2 1
C 19.58017 -0.09274 -0.73976
C 18.72608 -0.05036 -2.05888
C 18.97250 1.26434 -2.79900
N 18.25234 1.49084 -4.19125
C 18.72077 2.91952 -4.73070
C 17.95632 3.48137 -5.97523
C 16.46999 3.39235 -5.67800
C 15.91626 1.98870 -5.33874
C 16.70259 1.37533 -4.09342
C 18.65487 0.49291 -5.28790
H 20.63094 -0.15401 -1.02299
H 19.43037 -0.98373 -0.12999
H 19.34129 0.70987 -0.04201
H 17.67100 -0.26601 -1.89037
H 19.15544 -0.86958 -2.63563
H 20.04343 1.43754 -2.90478
H 18.62432 2.14687 -2.26234
H 18.61352 3.75365 -4.03728
H 19.79023 2.74870 -4.85399
H 18.28645 4.48451 -6.24512
H 18.17504 2.88795 -6.86298
H 16.17965 4.07494 -4.87932
H 15.88822 3.62395 -6.57018
H 14.86143 1.98366 -5.06413
H 15.95854 1.19320 -6.08271
H 16.44488 1.99558 -3.23495
H 16.54158 0.35160 -3.75552
H 19.73468 0.42946 -5.42240
H 18.17968 0.75610 -6.23289
H 18.27215 -0.50557 -5.07659
C 28.73033 10.80133 -3.60382
C 28.06343 12.18473 -3.30417
C 27.90827 12.48259 -1.79198
C 26.86969 13.61990 -1.49237
N 26.64065 14.03983 0.04459
C 26.01875 12.87647 0.89807
C 24.53949 12.91999 0.52968
C 24.27061 14.40857 0.21323
C 25.51901 15.14762 0.14113
C 27.93449 14.57083 0.72515
C 28.62427 15.73010 -0.02976
C 29.78732 16.34326 0.76951
H 28.56191 10.37098 -4.59101
H 28.56138 10.10700 -2.78074
H 29.82024 10.80824 -3.59180
H 27.03544 12.15362 -3.66522
H 28.58976 12.98260 -3.82809
H 28.90126 12.75793 -1.43663
H 27.61013 11.58228 -1.25471
H 25.90620 13.59116 -2.00126
H 27.33159 14.52235 -1.89279
H 26.18360 13.13770 1.94338
H 26.44186 11.92669 0.57097
H 23.90711 12.54929 1.33640
H 24.18321 12.33882 -0.32085
H 23.62596 14.81341 0.99338
H 23.68599 14.50109 -0.70206
H 25.74633 15.78100 0.99859
H 25.60645 15.86462 -0.67519
H 28.58386 13.69538 0.72638
H 27.64328 14.82318 1.74476
H 27.89008 16.46791 -0.35334
H 29.06528 15.47750 -0.99403
H 30.59230 16.74211 0.15224
H 30.25452 15.49078 1.26257
H 29.39383 17.11879 1.42665
Cu 27.13497 3.72296 -1.70931
P 23.70848 6.71259 -2.93492
F 24.69012 6.62832 -1.62019
F 22.47589 7.15518 -1.87937
F 24.02909 8.36347 -3.15790
F 22.72410 6.73457 -4.19895
F 24.90769 6.23368 -3.93195
F 23.28526 5.16862 -2.65617
N 23.78325 3.05642 -11.12957
C 25.11171 3.08652 -11.24883
C 25.68441 3.78051 -10.18575
C 24.65115 4.27824 -9.47067
C 23.44335 3.72704 -9.97106
H 23.19185 2.56072 -11.78118
H 25.57772 2.56595 -12.07240
H 26.71218 4.10793 -10.13218
H 24.71530 4.98490 -8.65647
H 22.42794 3.98490 -9.70866
N 24.78269 -0.79486 -3.48968
C 24.13114 -2.01449 -3.73264
C 23.88323 -2.10873 -5.08944
C 24.36831 -0.90673 -5.62804
C 24.92976 -0.09283 -4.68340
H 25.09320 -0.53271 -2.56503
H 23.96313 -2.69533 -2.91127
H 23.40266 -2.90232 -5.64233
H 24.43550 -0.67334 -6.68037
H 25.50564 0.82077 -4.69239
N 23.59846 3.33088 3.94810
C 22.72585 4.43757 3.82271
C 22.10806 4.74137 4.98502
C 22.65409 3.82634 5.93985
C 23.61548 3.06087 5.28823
H 24.20070 2.97020 3.22193
H 22.57230 4.79705 2.81593
H 21.36095 5.49972 5.16699
H 22.37958 3.68896 6.97530
H 24.33269 2.36264 5.69380
N 13.88303 7.04907 0.32870
C 14.16573 5.99022 1.11873
C 15.40434 5.47295 0.69768
C 15.86920 6.32669 -0.32399
C 14.93633 7.31307 -0.53213
H 13.09602 7.66239 0.48539
H 13.51757 5.62823 1.90309
H 15.77004 4.58365 1.18944
H 16.84470 6.30065 -0.78671
H 14.91967 8.15418 -1.20935
N 18.47370 10.29313 -5.08978
C 17.53639 10.31120 -6.08310
C 16.63252 11.28162 -5.81456
C 17.03318 11.88412 -4.62186
C 18.17576 11.30490 -4.19384
H 19.36238 9.81342 -5.07468
H 17.74570 9.75562 -6.98528
H 15.72368 11.51051 -6.35127
H 16.52921 12.67339 -4.08383
H 18.71075 11.55730 -3.29024
N 30.06095 8.17782 5.19212
C 28.76223 7.82547 4.80959
C 28.63526 7.78496 3.44092
C 29.87704 8.06657 2.88256
C 30.74534 8.31552 3.98314
H 30.45653 8.10471 6.11855
H 28.05587 7.54987 5.57866
H 27.70805 7.52549 2.95167
H 30.07450 8.12582 1.82242
H 31.77038 8.65535 3.96806
*
```

Output
- frontier orbital gap (eV) = 2.40
- maximum force (Eh/bohr) = 0.072
- E_LUMO (eV) = -8.00
- HOMO level (eV) = -10.4